(1)
{
  "formula": "C42H44BF15GeMoN2P2S7Sb2",
  "method": "ωB97M-V/def2-TZVPD",
  "elements": ["Mo", "C", "C", "C", "C", "P", "C", "N", "B", "N", "C", "P", "C", "C", "C", "C", "C", "C", "C", "C", "C", "C", "C", "C", "C", "C", "C", "C", "C", "C", "H", "H", "H", "H", "H", "H", "H", "H", "H", "H", "H", "H", "H", "H", "H", "H", "H", "H", "H", "H", "H", "H", "H", "H", "H", "H", "H", "H", "H", "H", "H", "H", "H", "H", "H", "H", "H", "H", "H", "H", "H", "H", "H", "H", "S", "Sb", "S", "S", "S", "Sb", "S", "S", "F", "C", "C", "C", "F", "C", "F", "C", "F", "C", "F", "Ge", "S", "C", "C", "F", "C", "F", "C", "F", "C", "F", "C", "F", "C", "C", "F", "C", "F", "C", "F", "C", "F", "C", "F"],
  "coordinates": [[-1.67399, -0.79137, -0.03738], [0.17384, 5.57731, 3.15576], [0.60621, 4.57771, 2.06681], [-0.05428, 4.94384, 0.75183], [2.14051, 4.64325, 1.83789], [0.27521, 2.73260, 2.38654], [-1.60962, 2.60972, 2.53221], [-2.32732, 2.50241, 1.25684], [-2.37419, 1.46577, 0.19507], [-3.31602, 2.06240, -0.77442], [-3.48731, 1.56633, -2.11123], [-2.15437, 0.28231, -2.39343], [-0.64574, 1.29838, -2.91954], [-0.17973, 2.28605, -1.81464], [-0.89363, 2.15894, -4.19492], [0.50661, 0.32914, -3.18698], [-2.87147, -0.64950, -3.85646], [-1.83241, -1.49442, -4.63430], [-3.55986, 0.20726, -4.94063], [-3.96263, -1.56143, -3.27064], [-3.91146, 3.18775, -0.28445], [-4.91855, 3.99724, -0.76515], [-5.34385, 5.06181, 0.00934], [-4.70730, 5.36478, 1.19044], [-3.67680, 4.57176, 1.65866], [-3.28567, 3.46269, 0.95730], [0.96059, 2.30454, 4.11346], [-0.10995, 1.61879, 4.99647], [1.53209, 3.46974, 5.04454], [2.20840, 1.37232, 3.87995], [0.06317, 6.59025, 2.73516], [0.87526, 5.66006, 3.99333], [-0.84115, 5.32694, 3.49800], [0.25086, 5.95698, 0.42381], [-1.16106, 4.98981, 0.84337], [0.26213, 4.27866, -0.04909], [2.33001, 5.59996, 1.38014], [2.46296, 3.90646, 1.07827], [2.72082, 4.54366, 2.75489], [-1.95124, 3.47648, 3.07902], [-1.79910, 1.74973, 3.12415], [-3.33940, 2.35007, -2.82912], [-4.47037, 1.12338, -2.28280], [-0.89333, 3.04853, -1.62413], [0.73091, 2.75565, -2.21864], [0.03892, 1.77390, -0.86685], [-1.80504, 2.76414, -4.10886], [-0.97243, 1.50710, -5.08359], [-0.05542, 2.83058, -4.36502], [0.59767, -0.46488, -2.42872], [1.41991, 0.89915, -3.29723], [0.40962, -0.21390, -4.13316], [-1.35788, -0.85928, -5.38789], [-2.39582, -2.26748, -5.18174], [-1.13204, -2.02074, -3.96318], [-2.84760, 0.90232, -5.43101], [-4.44205, 0.76465, -4.56334], [-3.89318, -0.52306, -5.69511], [-4.75147, -0.98990, -2.81356], [-3.56197, -2.28985, -2.56926], [-4.38151, -2.15946, -4.08671], [-5.37254, 3.75555, -1.69820], [-6.16204, 5.68556, -0.27785], [-5.08642, 6.18097, 1.80494], [-3.26544, 4.78216, 2.63751], [-0.90734, 2.34146, 5.16083], [0.37156, 1.34887, 5.96887], [-0.48808, 0.70796, 4.58878], [0.77804, 4.09459, 5.46231], [2.30789, 4.07352, 4.55627], [2.02092, 2.99729, 5.91576], [2.88272, 1.82172, 3.12934], [1.95749, 0.36497, 3.54162], [2.69947, 1.25982, 4.84637], [-3.71855, -5.36250, -1.97014], [-2.50891, -4.37836, -0.36512], [-4.00752, -1.43309, 0.09266], [-1.15516, -2.71293, -1.52194], [-2.67804, -3.86731, 2.96130], [-3.17611, -1.80754, 3.58340], [-4.66568, -0.80316, 1.91062], [-1.26967, -0.53343, 2.34874], [2.47281, -6.77158, -0.03878], [2.18790, -6.27238, -1.26353], [2.30469, -4.92594, -1.45490], [2.01025, -4.50305, -2.75203], [2.11864, -3.18237, -3.00536], [1.56280, -5.33535, -3.75155], [1.26466, -4.92207, -4.96603], [1.48465, -6.69806, -3.48085], [1.11323, -7.52768, -4.45365], [1.76513, -7.17104, -2.22750], [1.70189, -8.48569, -1.95383], [2.37708, -3.41781, -0.08005], [-0.19960, -1.92649, 1.32023], [4.33154, -2.83063, -0.46006], [4.66875, -1.68272, 0.23809], [3.92147, -1.26809, 1.28472], [5.73716, -0.90915, -0.11048], [6.10022, 0.17783, 0.63451], [6.56571, -1.26099, -1.18249], [7.60388, -0.51798, -1.54922], [6.28344, -2.39951, -1.89303], [7.08519, -2.72108, -2.94827], [5.13184, -3.13885, -1.52060], [4.93119, -4.27055, -2.27028], [2.73809, -4.47513, 1.61319], [1.61367, -5.13571, 2.06504], [0.54069, -5.22344, 1.27705], [1.54696, -5.72214, 3.29966], [0.47138, -6.39953, 3.68911], [2.59857, -5.60553, 4.14725], [2.53861, -6.17928, 5.34975], [3.73943, -4.97193, 3.74108], [4.79536, -4.88376, 4.58409], [3.77466, -4.36578, 2.49737], [4.94390, -3.76071, 2.16521]],
  "forces_ev_per_a": [[-0.569, 0.561, -0.829], [-0.389, 0.244, -0.296], [0.807, -0.345, 0.612], [-0.703, 0.611, -0.286], [-0.520, -0.238, -0.459], [-0.123, -0.174, -0.611], [0.649, 0.564, -0.633], [-0.017, -0.152, -0.195], [-0.228, 0.022, 0.240], [0.672, -1.057, -0.012], [0.273, -0.693, 0.300], [-0.004, 0.465, 0.683], [-0.119, 0.529, -0.500], [0.510, -1.220, -0.416], [-0.305, -0.856, 0.015], [-0.189, -0.726, -0.377], [-0.062, -0.248, -0.383], [-0.272, -0.284, 0.423], [0.113, 0.473, 0.103], [0.498, -0.472, -0.392], [0.705, 0.243, 0.681], [0.197, -0.403, -0.023], [0.143, 0.362, 0.047], [-0.487, 0.303, 0.361], [0.129, 0.180, 1.029], [-0.020, -0.037, -0.297], [0.810, 0.328, 1.025], [1.251, 0.521, 0.546], [0.577, -1.185, -0.686], [-0.756, 0.391, -0.147], [0.213, -0.194, -0.087], [-0.347, -0.198, -0.214], [0.308, 0.003, 0.263], [0.041, -0.244, 0.327], [0.628, -0.286, -0.224], [-0.272, -0.236, 0.006], [0.368, 0.684, 0.012], [-0.140, 0.071, 0.545], [0.024, -0.062, -0.215], [-0.325, 0.132, 0.120], [-0.265, -0.618, 0.562], [-0.088, 0.626, -0.486], [-0.050, -0.092, 0.049], [-0.787, 0.725, 0.181], [-0.115, -0.078, 0.323], [0.103, 0.173, -0.243], [0.223, -0.077, -0.085], [-0.011, 0.351, 0.355], [0.176, 0.093, 0.078], [0.206, 0.447, 0.042], [0.418, 0.097, 0.321], [-0.258, 0.140, 0.098], [0.349, -0.171, 0.195], [0.155, 0.155, 0.132], [-0.179, 0.374, -0.538], [-0.603, -0.336, 0.272], [0.479, -0.260, -0.246], [-0.086, 0.367, 0.108], [-0.381, 0.162, 0.288], [0.002, 0.123, 0.100], [-0.089, 0.141, -0.038], [-0.392, -0.069, -0.575], [-0.433, 0.186, -0.424], [0.201, -0.101, -0.139], [0.097, 0.116, -0.056], [-0.205, -0.187, 0.268], [-0.414, 0.285, -0.530], [-0.350, -0.519, -0.431], [-0.745, 0.599, 0.047], [-0.335, -0.139, 0.136], [-0.151, -0.048, -0.371], [-0.130, -0.206, 0.448], [-0.244, 0.142, -0.210], [0.303, 0.011, -0.049], [-0.046, 0.077, -0.215], [0.250, 0.156, 0.068], [0.546, -0.234, -0.406], [-0.131, -0.136, -0.131], [0.103, -0.653, -0.108], [-0.258, 0.722, 0.515], [-0.445, 0.261, 0.401], [0.159, 0.132, 0.165], [-0.014, -0.458, -0.200], [0.010, -0.068, 0.830], [-0.312, 0.288, -0.746], [-0.154, 0.274, 0.641], [-0.040, -0.008, -0.376], [0.516, -0.618, 0.902], [-0.204, 0.534, -0.946], [-0.230, 0.365, -0.087], [-0.141, -0.362, -0.330], [0.382, -0.171, 0.284], [-0.073, 0.012, -0.119], [0.402, 0.080, -0.344], [0.276, -0.117, 0.189], [-0.788, 0.210, 0.036], [-0.033, 0.102, -0.072], [0.154, -0.160, -0.214], [1.263, 0.908, 0.376], [-0.294, -0.402, -0.436], [-0.693, -0.379, 0.150], [0.427, 0.491, 0.166], [-0.716, -0.340, -0.113], [-0.642, -0.047, 0.645], [1.352, -0.641, -1.009], [0.057, 0.651, 0.355], [-0.450, 0.452, -0.419], [0.344, 0.143, 0.042], [-0.316, -0.150, -0.279], [-1.038, -0.121, -0.474], [-0.405, -0.209, 0.153], [0.734, -0.366, 0.689], [0.037, -0.155, 0.477], [0.723, 0.742, 0.213], [-0.218, -0.089, -0.141], [0.706, -0.401, 0.087], [-0.271, -0.108, 0.146]],
  "charge": -2,
  "s_squared": 2.03,
  "multiplicity": 3
}

(2)
{
  "formula": "C42H44IrN3O6S2",
  "method": "ωB97M-V/def2-TZVPD",
  "elements": ["Ir", "C", "O", "C", "C", "O", "C", "H", "H", "H", "H", "H", "H", "H", "H", "H", "H", "C", "S", "O", "C", "C", "C", "C", "C", "C", "H", "H", "H", "H", "H", "H", "H", "H", "O", "C", "O", "C", "C", "C", "C", "C", "C", "H", "H", "H", "H", "H", "O", "S", "C", "C", "C", "C", "C", "C", "C", "C", "C", "C", "C", "C", "C", "C", "H", "H", "H", "H", "H", "H", "H", "H", "H", "H", "H", "H", "H", "H", "N", "C", "C", "C", "C", "C", "C", "C", "N", "C", "C", "N", "C", "H", "H", "H", "H", "H", "H", "H"],
  "coordinates": [[0.28565, -0.38674, 0.33240], [1.51332, 0.16434, -2.98088], [1.61273, -0.56148, -1.75860], [2.74693, -1.39749, -1.67269], [2.60720, -2.11219, -0.35159], [2.20678, -1.19151, 0.68266], [3.29840, -0.30759, 1.05716], [1.38306, -0.52205, -3.82184], [2.41530, 0.76288, -3.13668], [0.65146, 0.81447, -2.90161], [3.65762, -0.79463, -1.74359], [2.76631, -2.13785, -2.47967], [3.53837, -2.60635, -0.07113], [1.80983, -2.85384, -0.39370], [4.14653, -0.93829, 1.32069], [2.96631, 0.26973, 1.91120], [3.54824, 0.36841, 0.24464], [-0.12139, 3.61034, 1.50636], [0.94077, 2.93721, 0.23488], [1.35243, 1.55272, 0.76724], [2.36703, 3.95759, 0.40817], [2.86166, 4.53060, -0.75641], [3.97198, 5.36067, -0.68146], [4.56839, 5.60207, 0.54597], [4.07550, 5.00867, 1.70562], [2.97180, 4.17858, 1.64348], [0.33394, 3.44437, 2.48131], [-1.08027, 3.09843, 1.43759], [-0.25480, 4.67517, 1.32036], [2.37939, 4.33569, -1.70678], [4.36555, 5.82037, -1.57733], [5.42611, 6.25836, 0.60603], [4.54950, 5.20709, 2.65699], [2.59557, 3.70540, 2.54166], [-3.12790, 0.39206, -1.18352], [-2.85465, 0.29770, 0.18073], [-1.70648, 0.32378, 0.59335], [-4.04379, 0.23787, 1.00080], [-3.91504, -0.28310, 2.29664], [-5.04258, -0.45089, 3.07523], [-6.28699, -0.07737, 2.57940], [-6.41587, 0.46539, 1.30436], [-5.29959, 0.61602, 0.50600], [-2.93865, -0.56654, 2.66668], [-4.95931, -0.87182, 4.06747], [-7.16782, -0.20742, 3.19425], [-7.38726, 0.76967, 0.94111], [-5.39333, 1.05003, -0.47921], [-1.08508, -0.77161, -2.03874], [-2.50297, -0.60350, -2.31484], [-2.84057, 0.51419, -3.70120], [-1.77147, 1.53945, -3.92992], [-1.69922, 2.68941, -3.15016], [-0.75258, 3.66006, -3.44209], [0.11441, 3.48899, -4.51393], [0.04468, 2.34133, -5.29231], [-0.89332, 1.36471, -4.99568], [-3.30072, -2.68480, -3.09120], [-2.26374, -3.06736, -3.96498], [-1.17270, -3.82423, -3.48411], [-0.24175, -4.31788, -4.36844], [-0.37714, -4.04845, -5.73097], [-1.43945, -3.29166, -6.22560], [-2.37234, -2.78871, -5.34758], [-3.81158, 0.94580, -3.45000], [-2.96200, -0.14243, -4.56244], [-2.40152, 2.84679, -2.34014], [-0.71635, 4.56931, -2.85671], [0.82679, 4.26486, -4.76157], [0.70062, 2.21974, -6.14388], [-0.96328, 0.47858, -5.61661], [-4.23613, -2.31096, -3.49511], [-3.40136, -3.16222, -2.12327], [-1.10287, -4.04074, -2.42539], [0.57557, -4.93408, -4.02062], [0.35135, -4.44980, -6.42426], [-1.53847, -3.12580, -7.28913], [-3.22550, -2.23281, -5.71928], [3.97863, -4.71214, 9.19506], [3.39411, -4.18872, 8.35766], [2.67317, -3.52155, 7.31016], [1.51664, -2.80482, 7.60610], [0.84838, -2.12634, 6.60183], [1.35144, -2.16497, 5.31095], [2.49295, -2.88821, 4.99848], [3.15028, -3.57583, 6.00271], [0.68603, -1.41505, 4.28168], [0.06248, -0.19678, 4.43893], [-0.34568, 0.18741, 3.20655], [0.00278, -0.79124, 2.28971], [0.64983, -1.72460, 2.98093], [1.13955, -2.78841, 8.61894], [-0.06493, -1.59388, 6.82941], [2.88674, -2.90229, 3.99105], [4.04129, -4.14655, 5.78187], [-0.02863, 0.27916, 5.39860], [-0.90369, 1.05887, 2.91865], [1.00935, -2.65870, 2.58724]],
  "forces_ev_per_a": [[0.966, -0.672, 0.984], [0.213, 0.102, -0.056], [-0.658, 0.331, -0.050], [-0.011, 0.011, 0.123], [0.038, -0.258, -0.096], [0.027, -0.028, -0.489], [0.057, -0.014, 0.216], [-0.019, 0.008, 0.024], [-0.001, -0.025, -0.006], [-0.012, 0.035, 0.009], [0.018, -0.043, 0.058], [-0.033, 0.053, -0.036], [-0.015, 0.043, 0.104], [-0.012, 0.005, -0.035], [-0.014, -0.008, -0.008], [-0.015, -0.019, 0.021], [-0.022, -0.003, -0.015], [0.041, 0.011, 0.021], [0.003, -0.103, -0.117], [-0.255, 0.306, 0.070], [0.014, 0.033, 0.025], [-0.015, 0.011, -0.005], [-0.008, -0.010, -0.007], [0.018, 0.003, 0.015], [-0.007, 0.015, -0.014], [-0.004, -0.043, -0.009], [0.003, 0.030, -0.002], [-0.001, -0.009, -0.005], [-0.007, 0.000, -0.006], [-0.010, 0.013, -0.003], [-0.002, 0.005, -0.002], [0.004, -0.003, -0.003], [0.011, -0.020, 0.002], [-0.016, 0.017, 0.002], [-0.119, -0.047, 0.228], [-0.025, 0.165, -0.266], [-0.137, -0.225, -0.459], [-0.005, -0.080, 0.083], [-0.022, 0.098, -0.006], [0.040, 0.023, 0.017], [-0.046, 0.008, 0.000], [0.040, 0.026, 0.028], [-0.004, -0.051, 0.003], [-0.009, -0.039, -0.017], [-0.005, 0.000, 0.002], [0.000, 0.003, 0.002], [-0.004, 0.002, -0.003], [-0.004, -0.038, -0.029], [-0.417, -0.161, -0.473], [0.405, 0.073, -0.078], [0.044, 0.104, 0.118], [-0.058, -0.061, -0.111], [0.029, 0.002, 0.026], [0.021, -0.013, 0.010], [0.015, 0.010, 0.010], [-0.007, -0.014, 0.006], [-0.025, 0.049, -0.021], [-0.195, -0.228, 0.067], [-0.103, 0.096, 0.051], [0.019, -0.097, -0.015], [-0.014, 0.043, 0.063], [0.036, -0.023, -0.057], [-0.020, 0.064, 0.051], [-0.026, -0.081, -0.084], [-0.024, -0.022, -0.036], [0.034, -0.036, 0.002], [-0.021, 0.002, -0.011], [0.001, 0.001, 0.005], [0.002, -0.001, 0.000], [0.010, 0.001, 0.007], [-0.007, -0.004, -0.005], [0.064, 0.148, -0.028], [0.169, 0.121, 0.081], [0.002, -0.005, 0.002], [0.009, 0.012, 0.004], [-0.011, -0.019, -0.002], [0.010, 0.024, -0.001], [-0.012, -0.009, 0.002], [0.004, -0.012, -0.001], [-0.013, -0.061, 0.043], [-0.003, 0.055, -0.050], [0.001, -0.006, 0.001], [0.002, -0.081, -0.015], [-0.081, -0.012, 0.031], [-0.020, 0.021, 0.052], [-0.006, -0.026, -0.004], [0.132, 0.064, -0.079], [-0.075, -0.039, 0.012], [-0.303, -0.088, -0.036], [0.516, 0.708, 0.354], [-0.388, -0.377, -0.116], [0.013, 0.020, 0.008], [0.000, 0.016, -0.007], [0.019, 0.030, -0.003], [0.020, 0.026, 0.006], [0.035, 0.029, -0.007], [0.111, 0.060, -0.030], [0.132, 0.072, -0.036]],
  "charge": 3,
  "s_squared": 0.75,
  "relative_energy_kcal_mol": 51.64,
  "multiplicity": 2
}

| no. | calculated total energy (eV) |
| --- | --- |
| 1 | -254563.663 |
| 2 | -85503.832 |